One molecule with the formula C4H5NO. Source: the Open Molecules 2025 dataset; level of theory: ωB97M-V/def2-TZVPD.

Output
DFT total energy: -7763.8504 eV
HOMO-LUMO gap: 10.82 eV

Structure (XYZ):
```
11
Properties=species:S:1:pos:R:3:mulliken_charge:R:1
O -2.0754 1.2666 -0.0267 -0.535
C -1.6334 0.2238 -0.4518 -0.174
C -0.3343 -0.3787 -0.2220 -0.174
C 0.8548 0.5114 0.2375 -0.298
C 2.0780 -0.2515 0.5261 0.152
N 3.0343 -0.8659 0.7412 -0.376
H -2.2845 -0.6406 -0.8138 0.275
H -0.0417 -1.2161 -0.8495 0.387
H -1.3149 -1.0145 0.3092 0.177
H 0.5942 1.1228 1.1039 0.295
H 1.1228 1.2426 -0.5542 0.271
```

An isolated ion of composition C17H28NO3 and charge +1. Source: the Open Molecules 2025 dataset; level of theory: ωB97M-V/def2-TZVPD.

Output
DFT total energy: -25708.8388 eV
Charge: +1
HOMO-LUMO gap: 11.17 eV

Structure (XYZ):
```
49
Properties=species:S:1:pos:R:3:mulliken_charge:R:1
C 4.8541 1.6797 -4.7713 -1.304
H 5.0700 0.6795 -4.4015 0.328
C 3.7524 2.3327 -3.9463 -0.416
C 2.4529 1.5315 -4.0024 -0.491
C 1.3524 2.1884 -3.1719 -0.778
C -0.0030 1.4878 -3.2925 -0.790
C -0.0355 0.1249 -2.5987 0.217
H 0.7563 -0.5150 -2.9939 0.498
C -1.4147 -0.5481 -2.6354 -1.207
H -1.3045 -1.6342 -2.6251 0.372
C -2.0700 -0.0755 -1.3353 0.506
C -0.8473 0.2169 -0.4697 0.215
O -0.8214 0.3418 0.7388 -0.805
O 0.2419 0.2847 -1.1950 -0.385
H -2.5881 0.8761 -1.4915 0.344
C -3.0636 -1.0828 -0.7097 -1.017
C -2.4043 -1.8513 0.3185 0.109
C -1.7618 -2.3658 1.1915 -0.122
C -0.8581 -2.6676 2.2817 -0.493
H 0.0188 -3.2014 1.9045 0.358
H -1.3336 -3.2715 3.0585 0.336
N -0.4250 -1.3563 2.8544 0.359
C -1.4406 -0.7932 3.7732 -0.517
H -2.3969 -0.7417 3.2522 0.386
H -1.5246 -1.4449 4.6465 0.414
C -0.9888 0.6046 4.2062 -0.506
O 0.2646 0.5435 4.8385 -0.392
C 1.2463 0.0306 3.9783 -0.523
H 2.1805 0.0251 4.5413 0.383
C 0.8888 -1.3918 3.5277 -0.405
H 1.6467 -1.7679 2.8393 0.407
H 0.8218 -2.0529 4.3956 0.373
H 1.3600 0.6756 3.0938 0.307
H -1.6836 1.0188 4.9372 0.389
H -0.9499 1.2629 3.3262 0.273
H -0.3783 -0.6805 2.0518 0.015
H -3.9033 -0.5545 -0.2526 0.423
H -3.4602 -1.7353 -1.4890 0.326
H -1.9775 -0.2621 -3.5201 0.402
H -0.7753 2.1234 -2.8531 0.357
H -0.2438 1.3368 -4.3457 0.405
H 1.2317 3.2200 -3.5072 0.405
H 1.6515 2.2143 -2.1222 0.313
H 2.6489 0.5209 -3.6379 0.258
H 2.1250 1.4543 -5.0414 0.291
H 3.5697 3.3418 -4.3208 0.332
H 4.0781 2.4192 -2.9072 0.332
H 4.5553 1.6022 -5.8140 0.323
H 5.7667 2.2676 -4.7201 0.394
```

A 2-piece molecular cluster, C4H11NO2 overall. Source: the Open Molecules 2025 dataset; level of theory: ωB97M-V/def2-TZVPD.

Output
DFT total energy: -9911.5079 eV
HOMO-LUMO gap: 10.81 eV

Structure (XYZ):
```
18
Properties=species:S:1:pos:R:3:mulliken_charge:R:1
C 0.1327 1.5305 3.1747 -1.193
C -0.1430 0.9314 1.8553 -0.345
C 0.0580 1.7850 0.5899 -0.670
C -0.1065 0.9056 -0.6449 0.543
N 0.1232 1.5298 -1.8419 -0.437
O -0.4295 -0.2581 -0.5735 -0.591
H 0.4116 0.7731 3.9306 0.322
H -0.7840 1.8442 3.6946 0.294
H 0.8761 2.3286 3.2045 0.318
H 0.4135 -0.0109 1.6241 0.315
H -1.0916 0.4325 1.7248 0.349
H -0.6958 2.5796 0.5408 0.299
H 0.9425 2.4588 0.6130 0.330
H 0.2258 2.5225 -1.9614 0.217
H -0.3140 1.0508 -2.6230 0.248
H 0.1111 -5.2641 -3.2469 0.320
H 0.0715 -6.3200 -2.1124 0.318
O 0.3438 -5.4181 -2.3167 -0.638
```

A 2-piece molecular cluster, C9H14 overall. Source: the Open Molecules 2025 dataset; level of theory: ωB97M-V/def2-TZVPD.

Output
DFT total energy: -9559.0375 eV
HOMO-LUMO gap: 9.97 eV

Structure (XYZ):
```
23
Properties=species:S:1:pos:R:3:mulliken_charge:R:1
C -0.7187 -0.2569 2.4025 -1.503
C -1.1967 1.9482 1.2893 -0.224
C -1.1767 0.5727 1.2299 0.653
C -1.2133 2.8126 0.1724 -0.527
C -0.9782 2.2514 -1.0509 -0.469
C -1.2777 0.0333 -0.0806 -0.427
C -1.0984 0.8577 -1.1644 -0.392
H -1.2367 2.5195 2.2263 0.277
H -1.2592 3.8704 0.4344 0.346
H -1.4938 -0.1758 3.2035 0.393
H 0.2212 0.1835 2.7509 0.313
H -0.8231 2.7541 -2.0039 0.345
H -1.4358 -1.0450 -0.0588 0.463
H -1.0194 0.3275 -2.1076 0.369
H -0.5622 -1.3171 2.3364 0.378
C 1.7711 -2.1368 -0.4682 -0.568
C 2.1559 -1.7406 -1.8912 -0.839
H 1.1454 -1.3668 0.0294 -0.023
H 0.9450 -2.8603 -0.4412 0.256
H 2.6047 -2.3778 0.1628 0.376
H 1.8641 -2.5354 -2.6076 0.257
H 3.1824 -1.4305 -2.0604 0.316
H 1.6000 -0.8881 -2.3029 0.229
```

One molecule with the formula C3H5NO2S. Source: the Open Molecules 2025 dataset; level of theory: ωB97M-V/def2-TZVPD.

Output
DFT total energy: -19608.8250 eV
HOMO-LUMO gap: 8.63 eV

Structure (XYZ):
```
12
Properties=species:S:1:pos:R:3:mulliken_charge:R:1
C -0.7673 0.6414 -0.1221 0.895
C 1.3481 0.7172 0.7180 -0.320
C -1.9433 -0.2311 -0.1830 -0.676
N -1.8038 -1.5113 -0.0885 -0.149
O -0.6114 1.8178 -0.5115 -0.539
O 0.0756 -0.0186 0.8741 -0.288
S 2.4157 -0.0658 -0.5858 -0.244
H 1.2026 1.8226 0.5628 0.344
H 1.8918 0.4560 1.6529 0.288
H -1.0111 -2.1130 -0.4211 0.241
H -2.6708 -1.9884 0.0465 0.283
H 1.8739 0.4732 -1.9423 0.165
```

A 2-piece molecular cluster, C4H10N2O4 overall. Source: the Open Molecules 2025 dataset; level of theory: ωB97M-V/def2-TZVPD.

Output
DFT total energy: -15479.0419 eV
HOMO-LUMO gap: 10.10 eV

Structure (XYZ):
```
20
Properties=species:S:1:pos:R:3:mulliken_charge:R:1
O -0.1807 4.1528 -2.8972 -0.523
C -0.0103 3.2772 -3.9983 0.286
C 1.4180 3.3198 -4.5424 -0.776
N 2.3760 2.7957 -3.5931 -0.302
C 2.2529 1.4127 -3.3383 0.013
N 3.0443 1.0122 -2.2479 -0.612
H 2.6168 1.2737 -1.3606 0.258
H 3.2383 0.0177 -2.2555 0.312
C -0.3807 1.8813 -3.4849 0.468
O 0.7977 1.0176 -3.0935 -0.473
O -1.4247 1.3587 -3.8144 -0.560
H -0.2471 5.0616 -3.2052 0.335
H -0.7221 3.5293 -4.7979 0.337
H 1.4600 2.7197 -5.4641 0.347
H 1.6845 4.3532 -4.7977 0.368
H 2.3888 3.3308 -2.7286 0.284
H 2.4808 0.8193 -4.2331 0.217
O -0.9381 1.4643 -1.0741 -0.671
H 0.0358 0.9680 -1.3187 0.384
H -0.6990 2.3470 -0.7710 0.309
```

Number 1: LUMO level 0.516 eV. Number 2: LUMO level -2.131 eV. Number 3: LUMO level 0.940 eV. Number 4: LUMO level 0.998 eV. Number 5: LUMO level -0.281 eV. Number 6: LUMO level 0.431 eV.